{"formula": "C30H44Cl2NPPr", "method": "wB97M-V/def2-TZVPD", "e_homo_ha": [-0.061, -0.064], "total_charge": -1, "spin_multiplicity": 3, "s_squared": 2.017, "orbital_gap_ha": [0.12479, 0.12933], "e_tot_ha": -3003.12589, "elements": ["C", "C", "C", "H", "H", "H", "H", "H", "H", "C", "C", "H", "H", "C", "C", "C", "C", "H", "H", "H", "H", "H", "C", "H", "C", "C", "C", "C", "C", "H", "C", "C", "C", "H", "C", "C", "H", "H", "N", "H", "H", "Cl", "H", "Pr", "Cl", "H", "H", "P", "C", "H", "H", "H", "H", "H", "H", "H", "C", "H", "H", "H", "H", "H", "H", "C", "C", "H", "H", "H", "C", "C", "C", "H", "C", "C", "H", "C", "H", "H", "H"], "positions_angstrom": [[2.9655, -0.3504, 3.0528], [-3.4105, -3.8053, -0.6153], [-4.8208, 4.0343, -0.4652], [-5.0491, -4.1462, 0.7598], [-2.3798, -1.9575, -1.0848], [-1.4876, -2.6885, 2.6741], [-5.0698, 2.9949, -0.2143], [-6.6922, 4.5071, -1.3918], [1.4745, -2.3362, 4.4802], [-3.3798, -3.3932, 1.9104], [-2.1052, -2.5507, 1.7718], [3.1710, -4.1901, -2.6491], [-3.0941, -4.4134, 2.1928], [-4.0137, 6.5982, -1.0730], [1.5525, -2.9041, 2.4006], [1.8928, -3.1553, -1.2308], [3.3717, -1.6658, 3.7301], [0.2326, -2.0516, -1.9921], [1.3547, 4.0162, -3.6817], [1.6533, -0.7343, -3.7271], [-2.3677, -1.4777, 1.7378], [2.9888, -0.9764, 0.9963], [1.7058, 4.0753, -2.6497], [3.7122, -1.4532, 4.7515], [2.8849, 4.7839, -2.3655], [-3.1699, 5.7071, -0.4113], [2.2303, -2.6907, 3.7663], [-2.1193, -2.9837, -0.7699], [2.2547, -0.5682, 1.7115], [4.2248, -2.0972, 3.1897], [1.4074, 3.5369, -0.2571], [0.6022, 3.0517, 0.7904], [3.2393, -2.0857, -3.1431], [-1.5115, -3.4177, -1.5803], [2.4951, -3.3292, -2.6384], [-1.2717, -2.9087, 0.5199], [-2.1453, 5.9682, -0.1107], [0.7040, -3.5975, 2.5003], [-3.5864, 4.4538, -0.0884], [-4.0276, -3.6620, -1.5102], [4.1950, -2.0005, -2.6076], [-1.9292, 1.3554, 2.9158], [-3.9781, -2.9904, 2.7350], [-1.8207, 2.9638, 0.9198], [-2.2491, 1.2928, -0.9808], [-5.9730, 6.8676, -1.9542], [2.6938, -3.0635, -0.4821], [0.0453, -1.6361, 0.3173], [-5.3004, 6.1855, -1.4401], [2.2625, -3.3668, 1.6970], [2.2935, 0.2081, 3.7195], [0.3669, -1.1168, 2.5852], [-4.6738, -2.4429, 0.4747], [3.1139, 0.0809, -3.1540], [3.4917, -2.2143, -4.2029], [1.2006, 2.7658, 1.6731], [-4.2253, -3.4336, 0.6311], [3.8527, 0.2737, 2.8890], [1.8996, 0.4002, 1.3230], [4.2652, 5.4013, -0.8297], [2.6052, -3.6462, 4.1486], [2.6218, -0.4852, -0.8515], [-3.1456, -4.8691, -0.5765], [1.8209, -0.6396, -1.5862], [3.3510, 4.8435, -1.0398], [1.1761, 0.2526, -1.5494], [3.0464, 4.2514, 1.0089], [1.2950, -4.0361, -0.9595], [1.0187, -1.9076, -1.2209], [2.6690, 4.2073, -0.0148], [-5.7073, 4.8818, -1.1318], [-3.6507, 7.5980, -1.2874], [0.9824, 3.4539, -1.6431], [2.4531, -0.7772, -2.9743], [-0.7403, -3.8655, 0.6772], [1.0803, -1.5543, 1.8556], [0.0642, 2.8973, -1.8603], [1.6801, -3.5506, -3.3404], [3.4323, 5.2790, -3.1699]], "forces_ev_per_angstrom": [[-0.201, -0.050, 0.028], [0.230, -0.040, 0.156], [0.696, 0.697, 0.172], [0.034, 0.118, -0.041], [0.115, -0.202, 0.162], [-0.160, 0.097, -0.235], [0.108, 0.488, -0.141], [0.135, 0.137, -0.046], [-0.005, -0.064, -0.085], [0.180, -0.071, -0.123], [0.059, 0.197, -0.177], [-0.012, -0.015, -0.107], [-0.054, -0.045, -0.048], [0.021, -0.156, 0.051], [0.342, 0.243, 0.385], [0.322, 0.081, -0.654], [-0.029, 0.023, -0.223], [0.241, 0.182, 0.277], [0.071, -0.020, 0.167], [0.090, -0.009, 0.056], [0.111, -0.291, -0.079], [-0.199, 0.063, 0.194], [0.159, 0.097, 0.219], [0.017, -0.116, -0.124], [-0.057, 0.121, -0.183], [-0.959, -0.787, 0.092], [-0.062, -0.117, 0.058], [-0.009, 0.264, 0.094], [0.007, -0.042, 0.036], [-0.050, 0.005, 0.016], [0.405, 0.566, -0.675], [-1.841, -0.265, 0.476], [0.130, 0.109, 0.154], [-0.181, 0.130, 0.196], [-0.005, -0.084, 0.071], [0.697, -0.832, 0.090], [-0.436, -0.029, -0.187], [0.197, 0.120, 0.031], [-0.674, 1.015, -0.904], [0.061, -0.086, 0.080], [-0.102, 0.004, 0.018], [-0.332, -0.331, 0.747], [0.030, -0.086, -0.051], [2.979, -0.844, 0.275], [-0.521, -0.286, -0.622], [0.133, -0.123, 0.082], [-0.101, 0.032, -0.147], [-1.050, 2.926, -0.137], [0.385, -0.380, 0.354], [-0.111, 0.107, 0.132], [0.075, -0.052, -0.095], [0.250, -0.113, -0.274], [0.057, -0.090, 0.020], [-0.151, -0.142, -0.057], [0.040, -0.050, 0.122], [-0.225, 0.286, 0.115], [0.171, 0.225, -0.025], [-0.140, -0.033, 0.094], [0.051, -0.304, 0.002], [-0.115, -0.145, 0.019], [-0.008, 0.038, 0.067], [-0.215, -0.013, -0.185], [-0.054, 0.006, 0.059], [-0.044, -0.059, -0.062], [-0.191, -0.336, -0.133], [0.164, -0.280, 0.086], [-0.167, 0.023, -0.211], [0.133, 0.073, -0.052], [-0.030, -0.543, 0.370], [-0.266, -0.164, -0.633], [0.355, -0.021, 0.141], [-0.121, -0.117, -0.062], [0.313, 0.349, 0.619], [-0.147, -0.091, 0.017], [-0.618, -0.209, 0.040], [-0.128, -0.658, -0.190], [0.321, 0.127, 0.014], [-0.001, -0.038, 0.097], [-0.114, -0.118, 0.216]]}

{"formula": "C30H44CoN2O3P", "method": "wB97M-V/def2-TZVPD", "e_homo_ha": [-0.414, -0.416], "total_charge": 1, "spin_multiplicity": 4, "s_squared": 3.759, "orbital_gap_ha": [0.33274, 0.31463], "e_tot_ha": -3228.63824, "elements": ["C", "C", "C", "C", "H", "H", "C", "H", "H", "H", "H", "H", "H", "O", "N", "C", "H", "H", "C", "H", "H", "H", "H", "C", "C", "C", "H", "C", "H", "C", "H", "H", "H", "C", "C", "H", "H", "H", "H", "C", "C", "C", "H", "H", "O", "H", "C", "C", "C", "H", "C", "H", "C", "N", "H", "H", "H", "C", "C", "C", "C", "H", "H", "H", "H", "C", "Co", "C", "H", "H", "H", "H", "H", "C", "H", "H", "H", "C", "H", "O", "P"], "positions_angstrom": [[0.4955, -3.2585, 0.9548], [-3.5062, 3.6572, -0.5871], [-1.7929, 4.4536, -3.5018], [0.3824, 0.1161, -5.2096], [1.3030, -0.0115, -5.7867], [-0.3086, -4.9094, -0.1768], [-2.4593, -1.4533, -4.4242], [-2.7978, 1.3726, -4.4325], [1.6361, 1.6763, -3.4961], [-1.1938, -3.1010, -2.8480], [4.1795, -1.8050, -0.3528], [-3.3096, 0.1622, 1.5954], [-1.8696, -0.2829, 2.5244], [-1.9763, 1.4706, -0.0925], [-1.5194, 2.6160, 0.3199], [-0.2122, -4.5833, 0.8590], [0.3465, -5.3531, 1.3950], [-0.3810, -0.5028, -5.6744], [-2.8581, 6.0673, 0.6390], [-4.2201, -1.3271, -2.2978], [-2.6089, 7.0024, 1.1222], [-2.0145, 5.4957, -3.6913], [1.9712, 0.5381, -2.1837], [1.7892, -0.7924, 1.1296], [-1.2377, 1.7565, -2.9939], [0.6771, -0.2695, -3.7577], [1.6814, -0.2414, 3.8969], [-3.4549, -0.5466, -2.3258], [2.0877, -1.8423, -4.1601], [-2.3720, 3.7784, 0.1932], [-3.7305, 2.7122, -1.0599], [-0.0065, -0.7170, 4.0464], [-2.6364, -0.5667, -5.0278], [0.2791, -2.4181, 2.0446], [1.4120, -2.8695, -0.0153], [-2.7673, -3.0328, -2.0736], [-5.2147, 4.6869, -1.3622], [-2.6307, -1.4035, 0.0252], [-1.2073, -4.5332, 1.3016], [-2.6359, -0.6518, 1.8511], [-2.1779, -1.1386, -2.9520], [-2.0326, 4.9703, 0.8163], [-3.1745, -1.4701, 2.3249], [-3.8498, 0.2790, -2.9146], [0.3206, 1.6403, 0.7585], [3.4625, -0.3095, -0.9286], [-4.0017, 5.9700, -0.1455], [3.2840, -1.3780, -0.8107], [0.7341, -0.3084, 3.3599], [-1.1432, 5.0337, 1.4263], [0.9014, -1.1817, 2.1446], [1.2368, -2.0615, -2.6282], [-2.2313, 2.1211, -3.9007], [-0.3514, 2.7556, 0.7696], [-4.6423, 6.8318, -0.2785], [0.4244, -2.4066, -4.1663], [-3.3064, -0.1580, -1.3171], [2.1080, -1.6623, 0.0838], [-4.3233, 4.7664, -0.7537], [-1.8435, -2.4719, -2.2428], [1.1195, -1.7338, -3.6650], [-3.3637, -2.0673, -4.4710], [0.2410, 2.5188, -1.6236], [2.7450, 0.3338, -3.7583], [3.1728, -1.8345, -1.7943], [1.8184, 0.6283, -3.2595], [-0.4001, 0.0637, -0.1534], [-0.5242, 2.7692, -2.3496], [2.3339, 0.1383, 1.2391], [0.4518, 0.7091, 3.0859], [1.6365, -3.5444, -0.8356], [-0.2341, 4.8734, -2.0849], [-3.2867, 3.7197, -4.8544], [-2.5081, 3.4580, -4.1492], [0.0831, 1.1609, -5.2947], [-1.3398, -2.3421, -1.2807], [-1.6580, -2.0276, -4.8855], [-0.7952, 4.1057, -2.6023], [-0.4071, -2.7308, 2.8250], [-1.9619, -1.1435, 0.6690], [-0.7588, 0.0390, -2.5913]], "forces_ev_per_angstrom": [[0.012, -0.047, -0.031], [-0.075, -0.039, -0.002], [0.046, -0.012, 0.016], [0.065, -0.043, -0.025], [-0.030, 0.015, 0.003], [0.006, 0.008, 0.008], [-0.100, -0.046, 0.019], [-0.009, -0.040, -0.027], [-0.023, -0.006, 0.028], [0.036, 0.021, -0.022], [-0.013, -0.002, -0.012], [0.000, 0.010, -0.022], [0.047, 0.004, 0.014], [0.036, -0.032, 0.043], [-0.315, 0.165, 0.057], [0.025, 0.036, 0.002], [-0.009, 0.000, -0.001], [0.009, -0.009, 0.016], [-0.016, 0.015, -0.017], [0.008, 0.031, 0.008], [0.000, -0.004, -0.004], [0.001, -0.006, -0.005], [0.026, 0.019, 0.018], [0.015, -0.120, -0.013], [-0.053, -0.034, 0.006], [-0.022, 0.026, 0.096], [-0.001, -0.003, 0.018], [0.013, -0.024, -0.048], [-0.021, 0.001, -0.009], [0.003, -0.088, 0.074], [0.006, 0.025, -0.010], [-0.011, -0.003, -0.004], [-0.009, 0.025, -0.015], [-0.057, 0.027, 0.007], [0.013, -0.031, 0.043], [0.024, 0.002, -0.026], [0.019, -0.008, 0.000], [0.004, 0.007, -0.002], [0.008, 0.006, -0.007], [0.004, -0.039, -0.030], [0.062, -0.026, 0.107], [0.057, -0.030, 0.053], [0.000, -0.026, 0.006], [0.004, -0.002, 0.021], [0.171, 0.116, 0.014], [0.003, -0.046, 0.021], [0.018, -0.012, -0.007], [0.003, -0.006, 0.013], [-0.029, -0.010, -0.027], [-0.007, 0.003, -0.008], [0.050, 0.022, 0.093], [-0.081, 0.033, -0.106], [0.066, -0.016, -0.029], [-0.005, -0.210, -0.019], [0.011, -0.007, 0.013], [-0.024, 0.007, 0.012], [0.036, 0.057, 0.020], [-0.057, 0.037, -0.056], [0.007, -0.017, 0.013], [-0.012, 0.030, -0.004], [-0.054, -0.011, 0.021], [0.025, 0.004, -0.014], [0.038, -0.016, -0.101], [-0.011, 0.005, 0.011], [0.043, 0.057, 0.060], [0.003, 0.044, -0.011], [-0.047, 0.121, 0.148], [0.020, 0.035, -0.125], [-0.027, 0.023, -0.048], [0.001, -0.017, -0.018], [-0.005, 0.001, 0.018], [-0.001, -0.004, 0.003], [0.011, -0.008, 0.003], [-0.018, 0.030, -0.010], [-0.003, -0.002, 0.015], [-0.037, -0.036, -0.035], [0.022, 0.019, 0.022], [0.046, -0.032, -0.090], [0.020, 0.001, -0.001], [0.008, 0.034, 0.072], [0.030, 0.049, -0.198]]}

{"formula": "C30H44F5N9OPSe2Ti", "method": "wB97M-V/def2-TZVPD", "e_homo_ha": -0.410, "total_charge": 1, "relative_energy_kj_mol": 44.91, "orbital_gap_ha": 0.24020, "e_tot_ha": -8230.43531, "elements": ["C", "Se", "H", "H", "H", "C", "F", "Se", "H", "H", "C", "C", "H", "C", "H", "H", "C", "H", "H", "C", "H", "C", "H", "C", "H", "O", "H", "H", "N", "H", "H", "H", "H", "N", "F", "H", "F", "H", "F", "C", "H", "N", "C", "P", "H", "C", "H", "C", "N", "H", "C", "N", "C", "C", "H", "H", "C", "H", "H", "H", "C", "H", "C", "H", "C", "N", "N", "C", "C", "C", "N", "H", "C", "H", "H", "N", "C", "C", "F", "C", "Ti", "H", "C", "C", "H", "H", "C", "H", "H", "H", "H", "H", "H"], "positions_angstrom": [[-4.5210, -0.2652, 1.5104], [-0.0107, 3.0639, 0.2509], [4.2007, -1.8704, -0.6275], [2.1232, -2.8311, 2.9052], [1.6882, -1.2552, -3.5585], [-2.5408, -2.1539, -2.0375], [-2.0978, 3.9494, 5.3661], [2.0318, 1.8521, 3.3571], [4.4779, 2.0042, 3.9864], [-2.5194, -3.9627, -3.1888], [1.7707, -0.2012, -3.2934], [0.1458, -3.3489, -2.4118], [-2.7446, -2.5242, -4.1628], [-0.5532, 0.7434, -2.8123], [-1.9621, -3.7333, -0.7146], [4.0688, -3.4501, 1.5318], [-1.0569, 1.8648, 5.6831], [1.1778, 1.0327, -1.6358], [-3.6039, -2.2563, -1.8122], [-2.1945, -2.9248, -3.3100], [-2.3594, -1.0833, -2.1803], [-0.2615, 2.0565, -3.5591], [3.8444, -4.2348, -0.7732], [2.2572, -1.1703, -0.1615], [-0.2952, 5.5296, 0.0382], [-0.2705, -0.2217, 0.2395], [3.6542, 0.6680, 4.8131], [3.2847, -1.0526, 1.6866], [-4.9307, 2.5719, -0.6618], [-1.1609, 4.9393, 1.4873], [2.6687, -0.1762, -0.3776], [3.5094, 3.2165, 1.8845], [-1.8602, 4.7044, -0.1388], [-5.1304, -1.2100, 2.1737], [-0.4048, -0.7775, 3.3238], [1.9996, 4.4302, 0.5418], [0.0036, -0.2196, 5.9500], [-1.0082, 2.1758, -4.3454], [-0.8510, 2.1517, 6.9553], [-0.6951, -2.8990, -3.6043], [2.5033, 0.6661, -5.1251], [-3.0541, 1.6658, 0.0339], [3.1822, -2.2025, -0.8492], [0.5771, -0.9950, -0.8486], [0.2437, -3.1751, -0.2729], [-0.8521, 0.3831, 3.8357], [2.7794, -0.0527, -2.9003], [1.1488, 2.0725, -4.1676], [-3.0014, -1.6668, 2.1557], [4.1506, 0.4748, 3.1219], [-1.4542, 1.2875, 2.9816], [-5.1103, 0.8129, 0.9201], [2.2808, -1.3532, 1.3659], [-0.2116, -2.6241, -1.0980], [1.0268, -3.1108, 1.5829], [0.8147, 0.2136, -5.1946], [-0.6305, 0.6493, 5.1712], [1.1720, 4.2975, 2.0982], [-0.0480, -4.4097, -2.2279], [-0.3909, 2.8979, -2.8773], [3.0354, -3.6400, -0.3455], [3.0898, -2.1630, -1.9361], [1.5476, 3.7319, 1.2463], [1.8687, 2.4820, -3.4505], [3.7801, 1.1802, 3.8621], [-2.7742, 2.6354, -0.9021], [-4.1419, -2.0572, 2.5524], [0.7445, 0.1969, -2.2056], [2.0482, -2.7900, 1.8175], [-1.8825, 2.4847, 3.5309], [-3.8756, 3.1442, -1.2784], [-0.9810, 0.0131, -3.4957], [-1.7255, -2.6746, -0.8632], [1.1749, 2.7341, -5.0328], [-0.4006, -1.8948, -3.9110], [-3.1863, -0.4904, 1.4558], [-0.9475, 4.7573, 0.4392], [3.0699, -3.7262, 1.1782], [-2.5110, 3.3810, 2.7544], [-4.4083, 1.6652, 0.1241], [-1.6682, 0.6778, 1.0336], [1.2101, -3.2770, -2.6411], [1.5773, 0.6607, -4.5504], [-1.6908, 2.7909, 4.8627], [1.5893, -0.6677, 1.8501], [2.7549, 1.9544, 0.9146], [2.5682, 2.7025, 1.6881], [-6.1171, 0.8780, 0.9239], [-0.4696, -3.5475, -4.4529], [-1.9880, -2.1910, 0.0738], [2.9002, -4.7557, 1.4957], [-1.3055, 0.9327, -2.0448], [2.1141, -4.0909, -0.7164]], "forces_ev_per_angstrom": [[0.049, -0.091, 0.013], [-0.198, -0.072, -0.009], [0.009, 0.007, 0.004], [0.001, -0.009, 0.001], [-0.018, -0.035, -0.006], [0.007, 0.005, 0.009], [-0.005, 0.008, 0.005], [0.033, 0.001, -0.038], [-0.002, 0.005, 0.000], [0.003, -0.005, 0.004], [-0.030, 0.014, -0.006], [0.002, 0.039, -0.014], [-0.005, -0.004, 0.005], [0.023, 0.007, 0.020], [-0.005, 0.006, 0.000], [-0.001, 0.003, 0.004], [-0.002, 0.003, -0.018], [-0.001, -0.007, 0.018], [0.001, -0.008, -0.004], [0.002, 0.017, -0.013], [-0.001, -0.013, -0.009], [0.010, -0.004, 0.003], [0.005, 0.007, 0.002], [0.008, -0.026, 0.013], [0.011, -0.014, -0.003], [-0.254, -0.178, 0.146], [0.005, 0.000, 0.001], [-0.015, -0.021, -0.015], [-0.035, -0.041, 0.017], [0.003, -0.011, 0.000], [-0.025, 0.017, -0.007], [0.010, -0.012, 0.006], [-0.040, -0.003, -0.022], [-0.042, 0.031, -0.023], [0.009, -0.015, 0.022], [-0.014, 0.006, 0.012], [0.010, -0.004, 0.013], [0.000, 0.003, 0.002], [0.004, 0.003, 0.020], [-0.018, -0.036, 0.006], [-0.002, 0.004, -0.004], [-0.062, -0.050, 0.026], [-0.014, -0.003, -0.029], [0.053, -0.014, -0.154], [0.066, -0.017, 0.006], [0.060, 0.023, -0.036], [-0.013, 0.002, -0.006], [-0.003, 0.005, -0.004], [0.045, 0.009, 0.043], [-0.003, 0.017, 0.008], [-0.013, -0.109, -0.009], [-0.030, 0.018, 0.019], [0.007, -0.007, -0.018], [0.011, -0.030, -0.051], [0.043, 0.013, 0.026], [0.000, 0.000, 0.003], [-0.090, -0.049, 0.011], [-0.015, -0.004, 0.001], [-0.001, -0.001, 0.018], [0.003, 0.000, 0.000], [-0.009, 0.030, 0.019], [-0.002, -0.017, 0.034], [0.000, -0.089, 0.069], [-0.001, 0.002, 0.003], [0.019, -0.001, 0.004], [0.047, 0.032, 0.007], [0.038, -0.034, -0.012], [-0.003, 0.003, 0.007], [0.014, -0.014, 0.022], [-0.008, -0.055, -0.052], [0.045, 0.007, -0.054], [-0.004, -0.052, -0.033], [-0.023, 0.009, 0.016], [0.001, -0.004, -0.003], [0.022, 0.086, -0.009], [-0.007, 0.056, -0.023], [0.024, 0.019, -0.038], [-0.011, -0.006, 0.003], [-0.012, 0.023, 0.006], [0.040, 0.027, -0.074], [0.320, 0.533, 0.092], [0.016, 0.020, -0.006], [0.004, -0.006, 0.004], [0.009, 0.005, 0.020], [-0.011, 0.019, 0.023], [-0.011, -0.022, 0.018], [0.038, 0.044, -0.034], [0.000, -0.002, 0.001], [-0.007, 0.003, 0.003], [0.005, -0.004, -0.025], [0.000, 0.003, 0.004], [-0.003, 0.006, 0.002], [-0.066, -0.004, -0.004]]}